Record 1
DFT (ωB97M-V/def2-TZVPD) results for an isolated molecule of C3H6F2N2 in a non-equilibrium geometry.

As for the structure (SMILES): F[C@@H]1NC[C@@H](F)N1. Its energy above the lowest of the compared OMol25 structures with the same formula, charge and spin is 7.3 kcal per mole. The value obtained for the HOMO-LUMO gap is 10.8 eV. The HOMO energy is -9.79 eV. The calculation puts the lowest unoccupied orbital energy at 0.970 eV.

Each line ends with the natural charge from an NBO analysis.
Atoms and positions in Å:
1 F -0.60 1.22 1.51  -0.3783
2 F 1.53 -0.11 -1.82  -0.3487
3 N -0.16 0.96 -0.75  -0.6320
4 N -1.00 -0.76 0.36  -0.6146
5 C 0.36 -1.13 0.02  -0.2753
6 C -0.99 0.66 0.32  0.4604
7 C 0.96 0.12 -0.61  0.3388
8 H -1.24 -0.99 1.34  0.3755
9 H 0.40 -2.01 -0.54  0.2119
10 H 0.03 1.91 -0.78  0.3799
11 H -2.06 1.04 0.00  0.1574
12 H 1.79 0.53 0.09  0.1390
13 H 0.98 -1.45 0.86  0.1860

Record 2
DFT (ωB97M-V/def2-TZVPD) results for a structure of composition C7H23MnNO3P in a non-equilibrium geometry.

Its total charge is -1. Its energy above the lowest of the compared OMol25 structures with the same formula, charge and spin is 0.0 kcal per mole. The value obtained for the HOMO-LUMO gap (alpha / beta) is 2.2 / 5.0 eV. As for the multiplicity: 6. The HOMO energy (alpha / beta) is 0.67 / -2.18 eV. Its expectation value of S² is 8.880. The calculation puts the lowest unoccupied orbital energy (alpha / beta) at 2.835 / 2.817 eV.

Each line ends with the Löwdin spin population.
Atoms and positions in Å:
1 Mn -0.87 0.68 -2.99  4.3128
2 P 1.74 -0.34 0.73  0.0259
3 O 0.73 1.01 0.72  0.0081
4 O 1.70 -0.72 2.31  0.0069
5 O 0.72 -1.47 0.04  0.0898
6 N 0.23 -1.20 -3.02  0.1311
7 C -0.39 -2.13 0.74  0.0529
8 C -0.02 3.19 0.10  -0.0076
9 C -0.38 0.06 3.43  0.0009
10 C 0.08 -3.24 1.64  0.0317
11 C 1.14 2.23 0.04  0.0084
12 C 1.12 0.06 3.41  0.0007
13 C -1.90 0.55 -4.75  0.0328
14 H -1.00 -2.53 -0.08  0.0459
15 H -0.99 -1.39 1.27  0.0028
16 H 0.19 4.04 -0.57  -0.0021
17 H -0.79 0.59 2.57  0.0002
18 H -0.61 1.71 -1.67  -0.0326
19 H -0.78 -0.95 3.49  0.0006
20 H -0.30 -1.92 -2.55  0.0908
21 H -1.26 0.39 -5.61  0.0132
22 H 1.44 2.01 -0.99  0.0127
23 H -0.70 0.60 4.34  0.0001
24 H -0.15 1.04 -1.51  -0.0281
25 H -0.96 2.73 -0.19  -0.0077
26 H -2.35 1.55 -4.74  0.0161
27 H 1.52 -0.43 4.30  0.0003
28 H 1.52 1.08 3.37  0.0002
29 H -0.79 -3.79 2.02  0.0071
30 H 2.01 2.67 0.55  0.0003
31 H 1.13 -1.15 -2.53  0.0671
32 H -2.65 -0.24 -4.63  0.0153
33 H 0.41 -1.55 -3.97  0.0879
34 H 0.72 -3.93 1.10  0.0147
35 H -0.12 3.60 1.11  0.0006
36 H 0.63 -2.83 2.50  0.0003

Record 3
DFT (ωB97M-V/def2-TZVPD) results for a structure of composition C14H18IrN3O7S4 in a non-equilibrium geometry.

Its total charge is +3. Its energy above the lowest of the compared OMol25 structures with the same formula, charge and spin is 74.1 kcal per mole. The value obtained for the HOMO-LUMO gap (alpha / beta) is 4.5 / 4.6 eV. As for the multiplicity: 2. The HOMO energy (alpha / beta) is -17.93 / -18.08 eV. Its expectation value of S² is 0.850. The calculation puts the lowest unoccupied orbital energy (alpha / beta) at -13.391 / -13.433 eV.

Each line ends with the Löwdin spin population.
Atoms and positions in Å:
1 Ir 0.21 0.20 0.33  0.7570
2 S -0.58 2.66 0.72  -0.0300
3 S 2.60 1.35 0.48  0.0592
4 S -2.11 -0.23 1.51  0.0509
5 S 1.18 -0.89 2.55  0.0134
6 O 0.06 1.48 -3.24  0.0218
7 O 0.53 -0.33 -1.72  0.1162
8 O -1.63 -4.87 -5.35  -0.0023
9 O -0.13 1.09 -5.35  -0.0092
10 O -0.09 -4.17 -0.82  0.0014
11 O -1.59 -3.21 -6.74  -0.0008
12 O -0.19 -2.18 -0.05  0.0353
13 N -1.44 -3.75 -5.70  -0.0018
14 N -0.16 -3.00 -0.99  -0.0002
15 N -0.08 0.78 -4.21  0.0005
16 C -2.59 1.40 2.21  0.0019
17 C -0.67 -1.51 -4.92  0.0036
18 C -0.25 -0.67 -3.92  -0.0087
19 C 0.95 3.49 1.33  -0.0034
20 C 0.03 -1.10 -2.58  0.0138
21 C -0.26 -2.49 -2.33  -0.0095
22 C -0.67 -3.35 -3.33  0.0001
23 C -1.49 2.44 2.30  -0.0005
24 C 2.16 0.54 3.18  0.0033
25 C -0.31 -0.75 3.63  0.0018
26 C -1.56 -1.24 2.93  0.0024
27 C 2.16 3.13 0.50  0.0030
28 C 3.20 1.01 2.18  0.0043
29 C -0.89 -2.85 -4.61  -0.0255
30 H 0.77 4.57 1.24  -0.0014
31 H 1.09 3.25 2.38  0.0000
32 H -0.77 2.21 3.09  -0.0002
33 H 2.01 3.38 -0.55  0.0000
34 H -0.12 -1.39 4.50  0.0001
35 H 3.04 3.68 0.86  0.0011
36 H 1.47 1.34 3.45  0.0000
37 H -0.85 -1.12 -5.92  0.0011
38 H -1.40 -2.23 2.50  0.0000
39 H -3.02 1.24 3.20  0.0001
40 H -0.41 0.27 3.98  -0.0001
41 H 2.67 0.20 4.08  0.0007
42 H -3.39 1.76 1.55  -0.0001
43 H -0.83 -4.40 -3.10  0.0007
44 H -2.39 -1.30 3.63  0.0006
45 H -1.95 3.41 2.55  -0.0014
46 H 3.69 1.91 2.55  0.0004
47 H 3.97 0.24 2.05  0.0004

Record 4
DFT (ωB97M-V/def2-TZVPD) results for an isolated molecule of ClH4PSi in a non-equilibrium geometry.

As for the structure (SMILES): P[SiH2]Cl. Its energy above the lowest of the compared OMol25 structures with the same formula, charge and spin is 16.8 kcal per mole. The value obtained for the HOMO-LUMO gap is 10.2 eV. The HOMO energy is -9.51 eV. The calculation puts the lowest unoccupied orbital energy at 0.733 eV.

Each line ends with the natural charge from an NBO analysis.
Atoms and positions in Å:
1 Cl 1.01 1.40 -1.66  -0.3365
2 P 0.55 -1.29 0.34  -0.2068
3 Si 0.02 0.79 -0.07  0.7593
4 H 0.14 -1.87 -0.95  0.0362
5 H -0.59 -1.83 1.12  0.0418
6 H -1.64 1.02 0.20  -0.1415
7 H 0.51 1.78 1.02  -0.1525

Record 5
DFT (ωB97M-V/def2-TZVPD) results for an isolated molecule of C26H38O6.

As for the structure (SMILES): CCCCC(=O)O[C@]1(C(=O)CO)CC[C@H]2[C@@H]3CCC4=CC(=O)CC[C@]4(C)[C@H]3[C@@H](O)C[C@@]21C. Its energy above the lowest of the compared OMol25 structures with the same formula, charge and spin is 3.3 kcal per mole. The value obtained for the HOMO-LUMO gap is 9.8 eV. The HOMO energy is -9.30 eV. The calculation puts the lowest unoccupied orbital energy at 0.523 eV.

Each line ends with the natural charge from an NBO analysis.
Atoms and positions in Å:
1 O 4.69 -1.25 0.27  -0.6366
2 O 2.48 -0.99 0.22  -0.5253
3 O -5.59 -2.33 0.33  -0.5437
4 O -0.93 2.03 -2.20  -0.7378
5 O 3.67 0.31 -1.94  -0.5622
6 O 5.52 1.35 0.83  -0.7182
7 C 2.78 0.97 1.63  -0.4366
8 C 1.31 1.05 -0.30  0.1025
9 C -3.72 0.67 0.88  0.1666
10 C 0.46 0.85 0.96  -0.2307
11 C -3.21 1.52 2.00  -0.4445
12 C -0.96 1.40 0.82  -0.2201
13 C -4.05 -1.29 -1.18  -0.4995
14 C -3.14 0.99 -0.48  -0.0964
15 C 4.97 1.60 -0.43  -0.1728
16 C -1.63 0.63 -0.34  -0.2136
17 C 1.36 1.38 2.08  -0.4087
18 C 2.00 -3.62 -0.47  -0.3956
19 C 0.76 -3.48 0.41  -0.3856
20 C 1.54 2.52 -0.67  -0.6726
21 C -4.50 -0.39 1.11  -0.3545
22 C -0.51 -3.77 -0.37  -0.6082
23 C 3.78 0.73 -0.81  0.6000
24 C -1.72 1.20 2.13  -0.3843
25 C 0.64 0.30 -1.46  -0.4570
26 C -0.82 0.73 -1.65  0.1122
27 C 3.57 -1.73 0.24  0.8444
28 C -3.38 2.47 -0.82  -0.6106
29 C 2.65 0.44 0.19  0.1440
30 C 3.30 -3.21 0.24  -0.4999
31 C -4.82 -1.42 0.11  0.5524
32 C -3.87 0.17 -1.55  -0.3853
33 H -0.35 2.09 -2.96  0.4749
34 H 0.66 -0.77 -1.24  0.2260
35 H -4.90 -0.57 2.10  0.2193
36 H -1.26 0.02 -2.37  0.1651
37 H -3.08 -1.78 -1.04  0.2184
38 H 2.09 -4.66 -0.78  0.2098
39 H -1.28 1.84 2.90  0.2145
40 H -2.74 3.14 -0.24  0.2065
41 H -1.39 -3.67 0.27  0.2135
42 H -3.35 0.26 -2.51  0.2136
43 H -1.60 -0.43 -0.06  0.2161
44 H 5.66 0.39 0.89  0.4968
45 H -0.62 -3.09 -1.21  0.1964
46 H 0.37 -0.23 1.10  0.2073
47 H 3.18 0.18 2.26  0.2260
48 H 4.17 -3.68 -0.23  0.2420
49 H 4.63 2.65 -0.42  0.1988
50 H 2.05 3.05 0.13  0.2081
51 H 1.20 0.47 -2.38  0.2231
52 H -0.92 2.46 0.58  0.2109
53 H 3.27 -3.54 1.28  0.2350
54 H 0.60 3.01 -0.88  0.2458
55 H -3.16 2.64 -1.87  0.2374
56 H -0.49 -4.79 -0.77  0.2061
57 H 5.71 1.49 -1.23  0.1943
58 H 1.27 2.46 2.17  0.2029
59 H 1.89 -3.02 -1.37  0.2081
60 H 3.47 1.81 1.68  0.2463
61 H -3.72 1.28 2.93  0.2176
62 H -3.35 2.58 1.79  0.2152
63 H -1.61 0.16 2.45  0.1991
64 H 0.84 -4.16 1.25  0.1952
65 H 1.11 0.94 3.04  0.2164
66 H 2.16 2.58 -1.57  0.2165
67 H -4.42 2.73 -0.62  0.2087
68 H -4.58 -1.83 -1.97  0.2337
69 H 0.72 -2.46 0.81  0.2019
70 H -4.86 0.61 -1.68  0.2108

Record 6
DFT (ωB97M-V/def2-TZVPD) results for an isolated molecule of C5H7N.

Its energy above the lowest of the compared OMol25 structures with the same formula, charge and spin is 92.2 kcal per mole. The value obtained for the HOMO-LUMO gap (alpha / beta) is 7.4 / 7.4 eV. The HOMO energy (alpha / beta) is -6.70 / -6.70 eV. The calculation puts the lowest unoccupied orbital energy (alpha / beta) at 0.699 / 0.700 eV.

Each line ends with the natural charge from an NBO analysis.
Atoms and positions in Å:
1 N -0.45 0.44 -0.27  -0.2024
2 C 2.41 -1.64 0.32  -0.2749
3 C 1.53 -0.98 -0.18  -0.0767
4 C 0.59 -0.19 -0.86  -0.2392
5 C -0.95 -0.07 1.02  -0.4175
6 C -1.11 1.45 -0.80  -0.2917
7 H -2.03 1.79 -0.34  0.1908
8 H 3.22 -2.20 0.75  0.2333
9 H -0.74 1.88 -1.72  0.1933
10 H 0.77 0.10 -1.89  0.2096
11 H -1.84 -0.67 0.83  0.2198
12 H -0.18 -0.69 1.49  0.2416
13 H -1.21 0.77 1.67  0.2140

- Which formula does entry 5 have?
  C26H38O6

- Which formula does entry 4 have?
  ClH4PSi

- Look up the energy above the lowest of the compared OMol25 structures with the same formula, charge and spin of the fifth one.
  3.3 kcal per mole

- Look up the energy above the lowest of the compared OMol25 structures with the same formula, charge and spin of the third one.
  74.1 kcal per mole